The following is a DFT calculation (the ωB97M-V functional and the def2-TZVPD basis) of 6 unconnected molecules or ions with the total composition C31H58F4O21P at a distorted geometry.

Each line ends with the Mulliken charge.
Cartesian coordinates (Å):
H  -1.577  1.969  3.492  0.248
H  1.461  -1.798  7.148  0.217
H  -5.537  5.939  -6.958  0.287
O  -7.227  -1.944  -2.325  -0.595
O  4.643  -4.648  6.676  -0.335
H  -0.156  1.442  4.393  0.303
H  3.428  1.507  -0.253  0.245
H  4.785  -4.787  4.613  0.271
H  4.444  3.816  -4.453  0.392
H  6.592  5.560  -3.907  0.274
C  4.473  -3.310  6.817  0.773
C  -5.063  0.619  -5.768  -0.728
H  6.344  -4.510  5.471  0.282
H  2.925  -1.697  9.172  0.308
H  5.416  2.237  -4.114  0.257
C  -1.019  1.084  3.819  -0.181
H  5.634  7.191  -1.593  0.263
H  -1.000  -2.185  7.457  0.229
H  0.232  -4.362  4.986  0.273
C  -0.821  2.671  -1.999  -0.072
H  -2.178  -8.402  0.629  0.291
O  4.939  -2.454  6.079  -0.556
H  -1.984  -4.834  3.868  0.330
O  -6.756  -1.492  -4.523  -0.225
O  -0.214  1.204  0.125  -0.549
O  -0.139  -0.961  5.376  -0.459
C  -1.831  -2.444  6.793  -0.332
H  -1.399  -8.031  -0.921  0.224
F  2.553  4.163  0.696  -0.234
H  -1.535  -3.231  6.091  -0.002
H  5.549  -6.094  5.540  0.221
C  -1.326  -0.667  5.373  0.732
H  -7.596  -3.382  -4.651  0.292
O  -1.280  -6.523  0.463  -0.338
C  1.439  4.657  -0.144  0.785
C  -6.540  -1.413  -3.187  0.612
O  -5.266  4.154  -8.009  -0.328
C  4.217  2.028  -0.970  -0.614
H  -0.383  -8.390  0.491  0.289
O  -1.159  -4.909  1.951  -0.305
O  -1.902  0.325  4.652  -0.400
H  -3.589  -2.129  -1.688  0.282
H  -1.363  2.371  -3.005  -0.119
C  -1.314  -7.916  0.164  -0.634
H  -6.179  5.888  -8.611  0.218
C  5.535  1.058  -1.074  -0.078
C  4.858  3.133  -3.565  -0.728
H  -4.057  -1.644  -0.039  0.292
H  6.502  1.750  -1.052  0.159
H  -7.030  5.002  -7.329  0.287
C  -4.419  -1.795  -1.059  -1.136
H  -3.311  1.898  -5.553  0.253
O  7.820  -1.055  0.555  -0.529
O  5.789  3.872  -2.694  -0.240
O  5.664  0.149  0.112  -0.240
C  2.357  -1.172  7.174  -0.971
H  -1.468  -0.066  2.043  0.112
C  -3.876  1.380  -6.336  -0.267
H  -4.734  -0.126  -5.041  0.206
H  1.032  -4.394  3.394  0.295
C  0.193  -4.782  3.978  -1.016
C  -4.921  3.415  -6.926  0.742
O  -1.415  -7.074  2.685  -0.567
O  3.679  -3.092  7.893  -0.338
O  -5.425  -0.673  -2.977  -0.228
H  4.730  5.670  -3.344  0.174
O  -5.167  3.701  -5.763  -0.563
C  -1.027  1.454  -0.917  0.409
P  3.346  2.399  -2.628  0.259
H  -8.766  -2.041  -4.373  0.314
H  2.073  -0.150  7.434  0.431
O  -4.284  2.298  -7.357  -0.349
H  -1.238  -3.355  3.266  0.155
H  5.610  0.453  -2.095  0.095
C  0.771  2.921  -2.300  -0.114
H  -8.004  -2.254  -5.960  0.228
C  -7.844  -2.341  -4.881  -0.715
H  2.764  -1.162  6.156  0.291
C  -1.128  -4.444  3.305  -0.052
O  -2.295  -1.303  6.075  -0.361
H  4.278  -1.116  8.203  0.329
F  1.515  6.163  -0.086  -0.316
C  3.366  -1.723  8.170  -0.325
C  -0.593  0.290  2.594  -0.654
H  -5.619  0.121  -6.567  0.276
H  0.023  0.901  1.931  0.356
C  -1.305  -6.247  1.790  0.692
C  5.826  5.312  -3.045  -0.206
H  7.332  6.197  -1.534  0.281
H  0.336  -5.866  4.055  0.370
O  2.928  4.079  -2.229  -0.397
C  -6.044  5.307  -7.694  -0.620
C  6.168  6.124  -1.627  -0.811
H  -3.191  0.668  -6.810  0.340
H  1.195  5.244  -2.273  0.193
C  5.374  -5.015  5.508  -0.599
C  1.525  4.260  -1.730  -0.173
H  5.738  5.426  -0.760  0.164
H  -5.150  -2.612  -1.042  0.421
H  7.675  1.054  0.914  0.320
H  -4.271  0.275  -1.591  0.209
H  4.561  3.019  -0.407  0.079
C  -5.028  -0.516  -1.610  -0.089
F  -2.236  0.568  -1.110  -0.213
F  0.175  4.291  0.535  -0.262
H  -5.768  1.293  -5.268  0.292
H  0.753  3.145  -3.473  0.179
H  -5.871  -0.171  -1.000  0.310
H  2.743  2.402  -3.961  -0.053
H  -1.320  3.699  -1.663  0.333
H  -2.656  -2.821  7.406  0.257
O  1.735  1.811  -2.163  -0.250
H  3.680  1.012  -2.942  -0.036
H  -0.014  -0.597  2.874  0.262
C  7.090  0.086  0.544  0.234

Forces on atoms 1 to 6 (eV/Å):
H -0.144 -0.265 0.292
H 0.082 0.153 0.109
H -0.151 -0.240 -0.026
O 0.870 0.842 -1.339
O -0.190 0.878 0.367
H -0.138 -0.245 0.022

Summary:
total energy	-96236.7160	eV
LUMO	2.0	eV
highest occupied orbital energy	-4.88	eV
net charge	-1
molar mass	873.8	g mol⁻¹